{
  "formula": "C45H56N8O4RbSb2",
  "method": "ωB97M-V with the def2-TZVPD basis set",
  "e_tot_ha": -2991.7022,
  "total_charge": -1,
  "molar_mass_g_mol": 1101.98,
  "lumo_ev": 1.34,
  "relative_energy_kj_mol": 383.5,
  "elements": ["Rb", "C", "C", "C", "C", "C", "C", "N", "Sb", "C", "C", "C", "C", "C", "C", "N", "C", "C", "C", "C", "C", "C", "N", "H", "H", "H", "H", "H", "H", "H", "H", "H", "H", "H", "H", "H", "H", "H", "H", "H", "H", "C", "C", "C", "C", "N", "C", "C", "H", "H", "H", "H", "H", "H", "H", "N", "C", "N", "C", "N", "O", "C", "O", "C", "C", "C", "C", "C", "C", "N", "O", "O", "H", "H", "H", "H", "C", "C", "C", "C", "Sb", "C", "C", "C", "C", "C", "C", "C", "C", "H", "H", "H", "H", "H", "H", "H", "H", "H", "H", "H", "H", "H", "H", "H", "H", "H", "H", "H", "H", "H", "H", "H", "H", "H", "H", "H"],
  "coordinates": [[1.46, 1.46, 0.07], [0.46, 0.40, 3.52], [1.62, 1.12, 4.07], [2.00, 1.10, 5.43], [3.22, 1.65, 5.80], [4.00, 2.37, 4.88], [3.47, 2.43, 3.57], [2.41, 1.73, 3.16], [4.71, 3.41, 2.08], [3.13, 4.43, 0.91], [2.28, 5.41, 1.45], [1.60, 6.33, 0.64], [1.83, 6.20, -0.71], [2.76, 5.24, -1.18], [3.17, 5.20, -2.59], [3.30, 4.29, -0.41], [5.57, 1.65, 1.01], [6.48, 0.83, 1.70], [7.16, -0.19, 1.02], [6.93, -0.30, -0.32], [5.92, 0.48, -0.94], [5.68, 0.38, -2.43], [5.13, 1.38, -0.23], [0.16, -0.30, 4.28], [0.68, -0.16, 2.58], [-0.35, 1.11, 3.37], [1.31, 0.71, 6.18], [3.50, 1.56, 6.85], [4.91, 2.98, 5.19], [2.14, 5.45, 2.57], [0.88, 7.04, 1.05], [1.36, 6.85, -1.48], [2.30, 5.25, -3.26], [3.79, 4.30, -2.71], [3.79, 6.04, -2.88], [6.63, 1.01, 2.76], [7.79, -0.90, 1.57], [7.40, -1.06, -0.94], [6.56, 0.60, -3.04], [4.87, 1.11, -2.64], [5.27, -0.63, -2.62], [-3.52, 6.28, -0.53], [-2.73, 5.02, -0.36], [-2.25, 4.72, 0.94], [-1.34, 3.69, 1.11], [-0.89, 2.94, 0.03], [-1.38, 3.20, -1.22], [-2.24, 4.28, -1.47], [-4.09, 6.43, 0.39], [-4.30, 6.25, -1.36], [-2.85, 7.13, -0.62], [-2.65, 5.29, 1.78], [-0.93, 3.53, 2.14], [-0.98, 2.65, -2.04], [-2.61, 4.45, -2.44], [1.58, -1.30, 1.05], [2.61, -1.85, 0.87], [3.65, -2.46, 0.51], [4.53, -2.90, 1.32], [5.36, -3.32, 2.04], [-0.69, -0.03, -1.77], [-0.79, -1.28, -1.84], [-1.71, -2.07, -1.26], [0.18, -2.13, -2.67], [0.96, -1.57, -3.68], [1.92, -2.36, -4.35], [2.21, -3.65, -3.88], [1.48, -4.09, -2.76], [0.40, -3.42, -2.22], [1.74, -5.47, -2.32], [1.04, -5.89, -1.43], [2.55, -6.15, -3.01], [0.72, -0.56, -4.01], [2.43, -2.01, -5.22], [2.92, -4.40, -4.29], [-0.22, -3.93, -1.52], [-3.46, -4.54, 2.06], [-2.30, -3.61, 1.65], [-1.07, -4.25, 1.09], [-2.00, -2.56, 2.71], [-3.44, -2.57, -0.17], [-4.07, -3.63, -2.12], [-3.00, -4.75, -2.40], [-4.18, -2.50, -3.22], [-5.48, -4.24, -1.85], [-4.43, -0.47, 0.18], [-5.79, -0.87, 0.79], [-3.59, 0.31, 1.21], [-4.56, 0.29, -1.16], [-3.15, -5.06, 3.00], [-3.65, -5.33, 1.31], [-4.39, -4.01, 2.27], [-0.51, -4.84, 1.83], [-0.33, -3.49, 0.78], [-1.25, -4.91, 0.23], [-1.85, -3.08, 3.68], [-2.79, -1.77, 2.84], [-1.10, -2.04, 2.39], [-1.94, -4.57, -2.34], [-3.18, -5.22, -3.37], [-3.22, -5.59, -1.68], [-3.32, -1.78, -3.24], [-5.09, -1.92, -3.02], [-4.19, -3.03, -4.20], [-5.48, -5.03, -1.07], [-5.86, -4.65, -2.79], [-6.16, -3.42, -1.54], [-5.68, -1.52, 1.64], [-6.46, -1.39, 0.05], [-6.28, 0.02, 1.20], [-3.64, -0.07, 2.25], [-3.96, 1.38, 1.25], [-2.56, 0.27, 0.92], [-5.27, -0.21, -1.83], [-3.60, 0.52, -1.64], [-5.06, 1.23, -0.96]],
  "mulliken_charge": [0.220, -0.086, 0.288, -0.830, -0.372, -0.711, -0.190, 0.542, 0.700, 0.082, -0.416, -0.673, -0.396, 0.592, -1.326, -0.082, 0.053, -0.511, -0.542, -0.439, 0.658, -1.260, -0.061, 0.535, -0.506, 0.165, 0.443, 0.375, 0.303, 0.324, 0.453, 0.339, 0.355, 0.239, 0.317, 0.314, 0.393, 0.349, 0.391, 0.169, 0.303, -1.441, 1.122, -0.745, -0.558, 1.023, -0.693, -0.963, 0.390, 0.347, 0.274, 0.354, 0.213, 0.456, 0.507, -0.440, 0.325, -0.664, 0.624, -0.772, -0.711, -0.585, 0.082, 0.642, -0.587, -0.890, -0.578, -0.608, 1.265, 1.023, -0.555, -0.667, 0.519, 0.461, 0.501, -0.321, -1.359, 1.427, -1.429, -1.214, 1.140, 1.239, -1.539, -1.441, -1.456, 1.421, -1.450, -1.479, -1.564, 0.440, 0.236, 0.218, 0.449, -0.013, 0.271, 0.477, 0.107, 0.032, 0.323, 0.492, 0.238, 0.182, 0.341, 0.415, 0.239, 0.452, 0.202, 0.244, 0.190, 0.436, 0.279, 0.453, 0.227, 0.325, 0.061, 0.537]
}

{
  "formula": "C45H57AsCrF6N3O12S2Si",
  "method": "ωB97M-V with the def2-TZVPD basis set",
  "e_tot_ha": -7781.7893,
  "total_charge": -2,
  "spin_multiplicity": 2,
  "s_squared": 0.768,
  "molar_mass_g_mol": 1165.09,
  "lumo_ev": [4.04, 4.04],
  "relative_energy_kj_mol": 144.5,
  "elements": ["Cr", "O", "C", "O", "C", "C", "C", "C", "C", "N", "C", "O", "O", "H", "H", "H", "C", "C", "C", "C", "O", "Si", "O", "O", "C", "C", "C", "C", "O", "C", "C", "C", "C", "H", "H", "H", "H", "H", "H", "H", "H", "H", "H", "H", "H", "H", "H", "H", "H", "H", "H", "H", "H", "H", "H", "H", "H", "H", "H", "H", "C", "C", "C", "C", "C", "C", "As", "N", "C", "C", "C", "C", "C", "C", "C", "C", "C", "C", "C", "C", "C", "C", "C", "C", "C", "C", "H", "H", "H", "H", "H", "H", "H", "H", "H", "H", "H", "H", "H", "H", "H", "H", "H", "H", "H", "H", "H", "H", "H", "H", "H", "H", "H", "F", "C", "F", "F", "S", "O", "O", "N", "S", "O", "O", "C", "F", "F", "F"],
  "coordinates": [[0.90, 1.11, 0.77], [2.94, 3.18, 3.57], [2.23, 2.46, 2.89], [1.96, 2.57, 1.62], [1.48, 1.31, 3.53], [1.50, 0.95, 4.86], [0.67, -0.09, 5.26], [-0.14, -0.74, 4.34], [-0.08, -0.33, 3.03], [0.70, 0.68, 2.67], [-0.83, -0.92, 1.85], [-1.78, -1.67, 2.06], [-0.39, -0.51, 0.72], [2.15, 1.49, 5.53], [0.67, -0.40, 6.30], [-0.80, -1.55, 4.60], [5.21, -2.59, 2.27], [3.82, -3.17, 2.01], [3.76, -4.64, 2.40], [2.77, -2.37, 2.78], [3.63, -3.07, 0.61], [2.33, -3.00, -0.38], [1.90, -1.48, -0.81], [2.66, -3.90, -1.72], [3.81, -4.40, -2.39], [3.39, -4.65, -3.83], [4.22, -5.72, -1.72], [4.98, -3.42, -2.36], [1.11, -3.78, 0.40], [0.03, -4.61, -0.04], [0.55, -5.84, -0.79], [-0.67, -5.08, 1.22], [-0.90, -3.79, -0.93], [5.44, -2.61, 3.34], [5.24, -1.56, 1.92], [5.96, -3.17, 1.73], [3.92, -4.76, 3.47], [4.53, -5.21, 1.86], [2.78, -5.05, 2.14], [2.97, -2.45, 3.85], [1.77, -2.77, 2.58], [2.80, -1.32, 2.49], [2.45, -5.21, -3.85], [4.16, -5.23, -4.36], [3.24, -3.70, -4.36], [3.46, -6.49, -1.90], [4.31, -5.56, -0.65], [5.18, -6.07, -2.12], [4.65, -2.43, -2.66], [5.76, -3.77, -3.04], [5.39, -3.34, -1.35], [1.30, -6.36, -0.19], [1.00, -5.55, -1.74], [-0.28, -6.53, -0.99], [0.06, -5.56, 1.89], [-1.45, -5.81, 0.98], [-1.12, -4.24, 1.75], [-0.34, -3.32, -1.74], [-1.38, -3.00, -0.34], [-1.67, -4.43, -1.36], [-1.99, 6.83, -4.62], [-1.92, 5.65, -3.67], [-2.61, 4.48, -3.93], [-2.51, 3.37, -3.09], [-3.19, 2.10, -3.56], [-1.74, 3.44, -1.91], [-1.67, 1.72, -0.87], [-0.76, 2.13, 0.71], [-1.35, 2.53, 1.93], [-0.78, 3.58, 2.66], [-1.29, 3.97, 3.89], [-2.40, 3.33, 4.43], [-2.97, 2.28, 3.73], [-2.46, 1.88, 2.50], [-3.55, 1.83, -0.30], [-4.19, 2.96, 0.23], [-3.52, 4.30, 0.43], [-5.53, 2.87, 0.61], [-6.25, 1.70, 0.50], [-7.69, 1.61, 0.95], [-5.60, 0.58, -0.02], [-4.27, 0.63, -0.41], [-3.62, -0.65, -0.91], [-0.97, 4.59, -1.69], [0.02, 4.75, -0.55], [-1.09, 5.68, -2.56], [-2.93, 6.84, -5.16], [-1.18, 6.79, -5.36], [-1.89, 7.77, -4.08], [-3.22, 4.40, -4.83], [-3.61, 2.25, -4.55], [-4.00, 1.79, -2.89], [-2.47, 1.28, -3.61], [0.09, 4.08, 2.25], [-0.81, 4.79, 4.42], [-2.80, 3.64, 5.39], [-3.82, 1.75, 4.14], [-2.90, 1.04, 1.99], [-2.45, 4.21, 0.59], [-3.95, 4.80, 1.31], [-3.67, 4.95, -0.44], [-6.01, 3.75, 1.04], [-8.03, 2.56, 1.36], [-7.82, 0.84, 1.71], [-8.35, 1.35, 0.11], [-6.14, -0.36, -0.11], [-4.36, -1.46, -0.95], [-2.81, -0.97, -0.24], [-3.19, -0.52, -1.90], [0.66, 3.89, -0.43], [-0.48, 4.92, 0.40], [0.67, 5.61, -0.75], [-0.50, 6.57, -2.36], [5.03, 1.50, -1.61], [4.11, 1.58, -0.64], [4.80, 1.62, 0.53], [3.51, 2.78, -0.78], [2.91, -0.04, -0.65], [2.72, 0.04, 0.85], [3.98, -0.73, -1.36], [1.60, 0.89, -1.25], [1.47, 1.06, -2.84], [2.73, 1.21, -3.50], [0.42, 1.99, -3.13], [0.80, -0.51, -3.55], [1.70, -1.48, -3.61], [-0.26, -0.95, -2.88], [0.42, -0.22, -4.81]],
  "mulliken_spin": [1.046, -0.002, -0.007, -0.002, -0.009, 0.007, -0.002, 0.003, -0.025, 0.006, -0.014, 0.001, 0.032, 0.000, 0.000, 0.000, 0.000, 0.000, 0.000, 0.002, 0.000, -0.006, 0.001, 0.000, 0.000, 0.000, 0.000, 0.000, -0.002, -0.002, 0.000, 0.000, 0.003, 0.000, 0.000, 0.000, 0.000, 0.000, 0.000, 0.000, 0.000, 0.000, 0.000, 0.000, 0.000, 0.000, 0.000, 0.000, 0.000, 0.000, 0.000, 0.000, 0.000, 0.000, 0.000, 0.000, 0.000, 0.000, -0.002, 0.000, 0.000, 0.000, -0.001, 0.002, 0.000, 0.001, 0.009, -0.091, 0.024, -0.010, 0.004, -0.005, 0.004, -0.003, -0.004, -0.001, 0.001, 0.002, -0.001, 0.000, 0.002, -0.002, -0.002, 0.002, -0.003, -0.001, 0.000, 0.000, 0.000, 0.000, 0.000, 0.000, 0.000, 0.001, 0.000, 0.000, 0.000, -0.002, -0.001, 0.000, 0.000, 0.000, 0.000, 0.000, 0.000, 0.000, 0.000, 0.000, 0.000, 0.016, 0.000, 0.000, 0.000, 0.000, 0.002, 0.000, 0.003, -0.007, -0.016, -0.001, 0.038, 0.008, -0.001, 0.001, 0.003, 0.000, 0.001, 0.000]
}